A molecular structure, C3H7NO2S at a distorted geometry, computed with ωB97M-V with the def2-TZVPD basis set.

The value obtained for the relative energy (zero: lowest compared OMol25 entry of this formula, charge and spin) is 4.293 eV. As for the charge: 0.

Structure (XYZ):
```
14
Properties=species:S:1:pos:R:3:forces:R:3
C -1.763014 0.100980 -0.511590 0.44 -0.16 -0.03
C -0.784165 -0.002353 0.614995 -0.21 3.98 -3.42
C 1.562393 -1.172862 -0.023844 0.57 -0.56 -0.07
N -1.801448 1.465308 -0.023063 2.19 -1.88 0.46
O 1.490650 0.863883 1.583932 -0.18 -0.44 0.10
O 1.070312 1.306233 -0.785499 -0.21 -0.94 -0.22
S 0.930023 0.405398 0.339604 -0.60 1.28 1.08
H -1.277242 0.092967 -1.472007 -0.01 -0.77 -0.47
H -2.598968 -0.579373 -0.400691 -0.42 0.45 -0.14
H -1.027398 0.042613 1.607521 -0.82 -0.46 2.35
H 2.543810 -1.266835 0.360713 1.27 0.52 0.45
H 1.088111 -2.031700 0.438670 -0.84 0.23 -0.24
H 1.663693 -1.188982 -1.080147 -0.30 -0.58 -1.04
H -1.096758 1.964726 -0.648599 -0.88 -0.67 1.19
```
Forces are in eV/Å.